Entry 1:
ORCA calculation (ωB97M-V with the def2-TZVPD basis set) on a cluster of 3 separate species, C19H45BClNO11P2S in total.

Calculated values
SMILES: [H]/N=C(\C)CB(O)CCCCS(=O)(=O)Cl.CCOP(=O)(OCC)OCC.CCOP(=O)(OCC)OCC
Orbital gap (eV): 9.4
2S+1: 1

Geometry as XYZ:
```
81
C19H45BClNO11P2S | the Open Molecules 2025 dataset | ωB97M-V with the def2-TZVPD basis set
Cl -8.86555 -6.91037 -0.54842
S -9.10790 -5.28334 -1.74699
P 2.03070 -1.33408 0.08070
P 5.31008 5.77949 0.40796
O 1.53737 -2.62931 0.58015
O -7.84753 -4.89704 -2.29944
O 6.00792 5.00479 -0.79616
O 4.65995 7.08564 0.56303
O 6.60479 5.77015 1.36632
O 0.71029 -0.65071 -0.55902
O -10.13099 -5.60846 -2.68864
O 4.48493 4.60734 1.09911
O 2.95398 -0.55079 -0.99407
O -4.71900 -1.63980 -0.19470
O 2.31473 -0.34316 1.31394
N -2.91451 -4.00065 0.28747
C 3.14295 4.33747 0.66164
C 6.41900 6.91366 3.50120
C -5.17697 -4.16893 -0.61934
C -4.16538 -6.02865 0.84064
C -9.74284 -4.00398 -0.67462
C -1.43959 -1.11940 0.49627
C 3.69940 -1.26120 -2.00100
C -0.52796 -1.36187 -0.68324
C -7.19740 -2.37044 -0.36210
C 3.09738 3.66274 -0.69448
C 3.33820 -0.66923 2.25825
C 7.14643 6.89195 -1.88296
C -9.11942 -3.88326 0.71720
C 2.79718 -2.06420 -2.91708
C 4.73280 -0.47316 1.69248
C -3.99587 -4.66416 0.18668
C 6.23854 5.69007 -2.04713
C 6.99688 6.92900 2.10141
C -7.81528 -3.05728 0.87896
B -5.63317 -2.66175 -0.37162
H 6.85306 6.09906 4.08261
H 2.01979 -1.42786 -3.33956
H -0.92819 -1.31232 1.44097
H 2.08366 3.33150 -0.91931
H 2.30009 -2.87262 -2.37429
H -9.89552 -3.48014 1.36755
H 7.38322 7.32447 -2.85508
H -6.03066 -4.80348 -0.37601
H 3.37464 -2.50743 -3.72864
H 4.43728 -1.91103 -1.52257
H -2.31710 -1.76107 0.43349
H 3.18563 -0.00696 3.10932
H 2.70628 3.68528 1.41595
H 6.62502 7.85441 4.01358
H 8.08716 6.90742 2.14781
H 5.34078 6.75554 3.47524
H 5.28086 5.98642 -2.48206
H -7.30024 -1.28645 -0.29226
H 3.20207 -1.69575 2.60946
H -4.46739 -5.90704 1.88194
H 8.07338 6.60444 -1.38620
H -1.76606 -0.07653 0.52123
H 6.67223 7.66470 -1.27406
H 5.48037 -0.57690 2.47926
H -10.79614 -4.26264 -0.57199
H -4.96032 -6.58158 0.33820
H 4.82914 0.51286 1.23795
H -8.00818 -2.28253 1.61995
H -0.99671 -0.99345 -1.59851
H -4.51586 -1.22350 -1.03777
H -3.25889 -6.62267 0.74401
H 3.76484 2.80133 -0.71961
H -2.26955 -4.53279 0.87384
H -7.06610 -3.70205 1.34601
H -0.34810 -2.42732 -0.82143
H 3.41268 4.34502 -1.48775
H 2.56689 5.26594 0.65376
H -8.93490 -4.89081 1.08770
H 6.71409 7.83807 1.57048
H 4.95524 -1.21507 0.92096
H 6.68968 4.95875 -2.71455
H -5.00232 -4.30594 -1.69190
H -7.56762 -2.72454 -1.32455
H -9.67611 -3.07488 -1.23911
H 4.24374 -0.50696 -2.56645
```

=====

Entry 2:
ORCA calculation (ωB97M-V with the def2-TZVPD basis set) on a structure of composition C36H33N6O4S2SbSe4Zn.

Calculated values
Orbital gap (eV): 5.9
2S+1: 1
Charge: -2
Relative energy (zero: lowest compared OMol25 entry of this formula, charge and spin) (kJ/mol): 41.39

Geometry as XYZ:
```
87
C36H33N6O4S2SbSe4Zn | the Open Molecules 2025 dataset | ωB97M-V with the def2-TZVPD basis set
Sb 2.47534 2.67650 -1.77985
Se 1.54069 1.15352 0.21967
Se 3.12027 0.90846 -3.31536
Se 0.50168 3.95361 -2.37993
Se 4.20794 3.89346 -0.62293
Zn 0.03945 -0.87295 -0.08601
S -3.64597 -3.39606 0.43976
S -3.20865 -0.10296 0.05477
O 1.70401 -3.56875 2.20811
O -4.03853 -0.38617 -1.09194
O -2.62376 1.20563 0.18016
O 0.56401 -1.75382 1.58249
N -2.01548 -1.14549 0.24523
N -0.09403 -0.92610 -2.14952
N -1.21267 -3.23223 -0.35533
N -6.57830 -1.05711 4.87473
N -1.54466 3.86656 -9.46931
N -0.47540 -0.20721 -4.17933
C 2.01080 3.12098 2.86187
C 4.59271 -0.08487 2.18031
C -1.55269 -4.55736 -0.36263
C -4.23119 -0.37507 1.47940
C -4.40931 -0.68584 3.85146
C 2.74843 -0.67919 3.78224
C 4.67694 -0.98393 -0.02574
C -5.60018 -0.53209 1.35038
C -5.79024 -0.84966 3.73207
C -0.11551 2.27645 3.58066
C -0.20050 2.68853 -6.44227
C 0.26364 2.43806 4.90831
C -0.43511 -1.58818 -4.24503
C -1.62080 0.30785 -6.24442
C -0.19984 -2.01575 -2.98311
C -2.81730 -4.84959 0.01537
C 2.93394 -1.66874 1.47574
C -0.24501 0.14594 -2.89479
C 5.21582 -0.14410 0.93798
C 0.74834 2.61648 2.54556
C -1.11801 2.33338 -7.42815
C 1.51693 2.94447 5.21448
C 1.65544 -2.42755 1.76881
C 3.45212 -0.82338 2.45934
C -3.63461 -0.45331 2.73210
C -1.82898 1.13724 -7.32832
C -2.20061 -2.48652 0.05926
C 3.54396 -1.75219 0.22793
C -0.68927 0.66369 -5.27379
C 6.39731 0.72966 0.61863
C 2.38759 3.28591 4.18398
C 0.33452 2.42767 1.11764
C -6.37900 -0.76462 2.47302
C 2.94948 -2.58291 -0.88015
C 0.02662 1.84750 -5.36724
C -1.34547 3.19086 -8.55983
H 3.73467 -3.03726 -1.48678
H -1.09356 1.87427 3.33922
H -0.81029 -5.28413 -0.65993
H -2.55148 0.87547 -8.08943
H 3.23805 0.07184 4.40293
H 5.12012 -1.01188 -1.01612
H 0.34628 3.61895 -6.51229
H 4.98296 0.58808 2.93848
H -6.07526 -1.48073 5.63908
H -0.54270 -2.11607 -5.17483
H -0.10055 -3.01716 -2.60564
H 7.12174 0.20318 -0.00618
H 6.90042 1.05971 1.52984
H 2.36952 -1.94841 -1.55899
H -0.42032 2.15933 5.70161
H 6.06634 1.61905 0.07607
H 2.72693 -1.62862 4.32308
H -0.68309 2.05624 1.03615
H -2.55841 -0.35953 2.81640
H 1.71251 -0.36791 3.62895
H -2.19401 -0.60267 -6.13190
H 0.75866 2.10549 -4.61274
H -7.45169 -0.89004 2.37400
H -3.29855 -5.81172 0.06328
H -6.04058 -0.48866 0.36310
H 2.30572 -3.37415 -0.49171
H -3.94318 -0.75603 4.82769
H 1.81948 3.06551 6.24809
H -0.23011 1.17646 -2.55751
H 3.37275 3.67573 4.41179
H 0.39683 3.35221 0.53926
H -7.43638 -1.55280 4.68933
H 2.70026 3.36753 2.05918
```

=====

Entry 3:
ORCA calculation (ωB97M-V with the def2-TZVPD basis set) on a cluster of 2 separate species, CH2F3N2 in total.

Calculated values
Orbital gap (spin up / spin down) (eV): 7.7 / 7.7
2S+1: 1
Charge: +1
Relative energy (zero: lowest compared OMol25 entry of this formula, charge and spin) (kJ/mol): 557.24

Geometry as XYZ:
```
8
CH2F3N2 | the Open Molecules 2025 dataset | ωB97M-V with the def2-TZVPD basis set
F 1.62085 1.79129 -0.33068
F 0.44656 -2.00423 -0.20167
F 2.07292 -0.24009 0.37744
N 1.08415 0.60488 0.05950
N -1.36068 0.01735 0.07520
C -0.11463 0.20163 0.10862
H -1.67835 -0.99711 -0.38771
H -2.07081 0.62629 0.29929
```

=====

Entry 4:
ORCA calculation (ωB97M-V with the def2-TZVPD basis set) on a structure of composition C33H44N2O4P2Pd.

Calculated values
Orbital gap (spin up / spin down) (eV): 5.9 / 5.9
2S+1: 1
Relative energy (zero: lowest compared OMol25 entry of this formula, charge and spin) (kJ/mol): 0.00

Geometry as XYZ:
```
86
C33H44N2O4P2Pd | the Open Molecules 2025 dataset | ωB97M-V with the def2-TZVPD basis set
Pd 0.04220 -0.47883 0.46552
P -1.61340 -1.65933 -0.68178
P 2.09900 0.20297 -0.55498
O -0.10060 2.68347 6.87452
O -0.29370 1.48567 8.65772
O -0.00080 0.58327 2.48452
O 0.20540 -1.61313 2.36982
N -0.55940 1.05597 -1.00148
N -0.20820 1.61387 7.44632
C 3.22120 0.60357 1.90022
C 0.67300 4.53517 -0.91828
C -0.20920 -1.88373 5.13542
C 2.98270 5.49247 -0.65818
C -1.37080 -3.29163 -1.54528
C -2.10440 -0.48443 -1.96918
C -0.22740 0.42167 6.64912
C -0.91920 -4.29063 -0.48348
C 1.61730 1.95477 -0.67218
C 3.62930 0.15407 0.50052
C -0.31490 -0.81743 7.28042
C 2.71490 -0.16183 -2.29708
C -3.30930 0.06077 -3.99738
C 1.60660 0.16327 -3.29268
C -0.30900 -1.96693 6.51482
C -0.27450 -3.07513 -2.58498
C 3.99180 0.58327 -2.66988
C -2.66040 1.29347 -4.01188
C -1.46560 0.78727 -1.95818
C -0.13980 0.51997 5.26622
C -3.12220 -1.83233 0.41562
C -4.37170 -2.33193 -0.29848
C 0.23840 2.16027 -0.91828
C -2.98530 -0.82633 -2.98098
C 0.02690 -0.54733 3.01612
C -3.35530 -0.46543 1.05822
C 2.48830 3.02847 -0.56748
C -0.21410 3.48627 -1.01168
C 4.14670 -1.28203 0.53642
C -1.74670 1.64337 -3.04588
C -4.29920 -0.32773 -5.05308
C 2.03770 4.33127 -0.71928
C -0.12140 -0.64263 4.50732
H 2.87740 6.01597 0.29162
H 0.66850 -0.29733 -2.99118
H -0.08420 1.48657 4.78382
H -0.19570 -2.77363 4.52472
H -1.22720 2.58477 -3.11878
H 0.30050 5.54567 -0.99808
H -3.43040 -1.81033 -2.98628
H 2.53620 -0.12523 2.33752
H -4.69910 -1.60353 -1.03658
H -3.85480 -1.03523 -5.75468
H -5.17740 -2.46933 0.42102
H -4.63080 0.54067 -5.61628
H -3.68800 0.25247 0.30972
H 4.39460 0.82697 0.09872
H -0.58070 -5.21713 -0.94468
H 2.90450 -1.24143 -2.32278
H 4.23910 0.36177 -3.70748
H -2.87140 1.99427 -4.80658
H -0.60590 -2.38033 -3.35578
H -0.09460 -3.86033 0.09132
H 4.09180 0.68567 2.54902
H 3.53750 2.85007 -0.38128
H 0.00080 -4.01423 -3.06248
H -2.43200 -0.08113 1.51172
H -1.72780 -4.52733 0.20532
H -4.19440 -3.28503 -0.79288
H 2.71330 1.56727 1.87312
H 3.33680 -1.95273 0.83462
H 0.61050 -2.65733 -2.09728
H 1.86850 -0.20053 -4.28468
H -5.16720 -0.80773 -4.60318
H -0.37000 -2.93483 6.99092
H -2.83050 -2.54453 1.19942
H 4.52120 -1.60273 -0.43398
H 4.95620 -1.37343 1.25932
H 4.01590 5.16647 -0.75278
H -2.28620 -3.63683 -2.03568
H 4.83700 0.28257 -2.05598
H 1.45550 1.23977 -3.35238
H -4.11710 -0.52953 1.83352
H -0.37700 -0.84873 8.35732
H 2.77070 6.20617 -1.45228
H -1.26780 3.67967 -1.13678
H 3.84880 1.65767 -2.57868
```